No. 1
A molecular structure, C2H6F3N4P3. Source: the OMol25 dataset; level of theory: ωB97M-V/def2-TZVPD.

Energy relative to the best compared isomer or geometry (same formula, charge and spin) in kJ/mol: 0.0
Gap between HOMO and LUMO in eV: 9.1958
LUMO level in hartree: -0.0107

```
! RIJCOSX wB97M-V def2-TZVPD def2/J DEFGRID3
* xyz 0 1
C -1.197 1.211 -0.420
C -2.434 -1.015 0.390
N 2.903 -0.371 -1.190
N 0.688 -1.620 -0.519
N 1.296 0.680 0.894
N -1.275 -0.012 0.371
F 3.875 0.890 0.732
F 2.778 2.200 -0.823
F 0.279 -1.245 2.118
P 1.977 -1.629 -1.482
P 2.549 0.789 -0.117
P 0.310 -0.568 0.666
H -0.465 1.933 -0.126
H -1.100 0.911 -1.433
H -2.219 1.628 -0.250
H -2.434 -1.458 1.417
H -3.456 -0.548 0.103
H -2.075 -1.777 -0.333
*
```

No. 2
2 unconnected molecules or ions with the total composition C4H8N2. Source: the OMol25 dataset; level of theory: ωB97M-V/def2-TZVPD.

Energy relative to the best compared isomer or geometry (same formula, charge and spin) in kJ/mol: 349.2
Gap between HOMO and LUMO in eV: 7.7337
LUMO level in hartree: 0.0301

```
! RIJCOSX wB97M-V def2-TZVPD def2/J DEFGRID3
* xyz 0 1
C 1.177 -0.926 1.246
C 0.192 1.531 -0.672
N -0.375 0.569 -1.397
C -1.421 -0.224 -1.195
C -1.169 -0.522 2.273
N -0.097 -0.703 1.834
H 1.037 -1.173 0.190
H 1.680 -1.750 1.757
H 1.778 -0.018 1.324
H -0.261 1.813 0.269
H 1.041 2.048 -1.092
H 0.097 0.398 -2.280
H -1.678 -0.935 -1.966
H -2.003 -0.108 -0.291
*
```

No. 3
A molecular structure, C5H8O3V. Source: the OMol25 dataset; level of theory: ωB97M-V/def2-TZVPD.

Gap between HOMO and LUMO (spin up / spin down) in eV: 5.1889 / 4.5527
LUMO level (spin up / spin down) in hartree: -0.0345 / -0.0447

```
! RIJCOSX wB97M-V def2-TZVPD def2/J DEFGRID3
* xyz 0 4
V 0.669 -0.447 1.918
O 0.636 -1.393 0.343
O -0.989 -0.031 -0.381
C -1.729 0.848 0.425
C -0.690 1.875 0.851
O 0.526 1.159 0.922
C 0.380 -0.310 -0.414
H -2.541 1.289 -0.167
H -2.208 0.317 1.262
H -0.962 2.407 1.773
H -0.562 2.607 0.036
C 0.811 -0.402 -1.854
C 2.118 0.259 -1.438
H 0.921 -1.455 -2.152
H 0.162 0.232 -2.474
H 2.974 -0.426 -1.557
H 2.235 1.248 -1.911
*
```

No. 4
A molecular structure, C35H38F2N3NiO3P2. Source: the OMol25 dataset; level of theory: ωB97M-V/def2-TZVPD.

Energy relative to the best compared isomer or geometry (same formula, charge and spin) in kJ/mol: 81.8
Gap between HOMO and LUMO (spin up / spin down) in eV: 7.4471 / 7.6664
LUMO level (spin up / spin down) in hartree: -0.0950 / -0.0871

```
! RIJCOSX wB97M-V def2-TZVPD def2/J DEFGRID3
* xyz 1 1
Ni -0.590 1.033 1.408
C 0.053 -1.493 -1.186
N 0.347 -0.546 -2.240
C 0.475 0.853 -1.931
P -0.781 1.664 -0.818
C -0.276 3.359 -1.248
C 0.918 3.810 -0.687
C 1.419 5.057 -1.021
C 0.717 5.867 -1.903
C -0.484 5.430 -2.443
C -0.984 4.178 -2.118
C -2.406 1.390 -1.568
C -3.481 2.116 -1.039
C -4.773 1.862 -1.469
C -5.010 0.871 -2.413
C -3.947 0.157 -2.946
C -2.649 0.408 -2.525
C 0.850 -1.019 -3.460
C 1.760 -0.278 -4.224
C 2.231 -0.771 -5.431
C 1.824 -2.010 -5.899
C 0.931 -2.755 -5.144
C 0.443 -2.269 -3.943
P 0.504 -0.989 0.556
C -0.086 -2.542 1.315
C -1.422 -2.596 1.706
C -1.970 -3.787 2.159
C -1.183 -4.926 2.238
C 0.152 -4.872 1.865
C 0.701 -3.687 1.397
C 2.316 -1.141 0.572
C 2.967 -1.291 1.800
C 4.348 -1.377 1.852
C 5.097 -1.299 0.685
C 4.457 -1.148 -0.535
C 3.073 -1.065 -0.595
H 0.570 -2.431 -1.393
H -1.023 -1.713 -1.120
H 0.427 1.422 -2.857
H 1.432 1.088 -1.433
H 1.440 3.181 0.028
H 2.345 5.406 -0.583
H 1.102 6.844 -2.165
H -1.037 6.072 -3.116
H -1.923 3.838 -2.537
H -3.291 2.897 -0.309
H -5.598 2.435 -1.064
H -6.022 0.655 -2.728
H -4.137 -0.602 -3.694
H -1.831 -0.153 -2.959
H 2.129 0.676 -3.871
H 2.936 -0.179 -5.999
H 2.195 -2.388 -6.842
H 0.597 -3.723 -5.495
H -0.280 -2.853 -3.388
H -2.028 -1.698 1.655
H -3.012 -3.827 2.450
H -1.608 -5.860 2.583
H 0.772 -5.758 1.932
H 1.739 -3.663 1.092
H 2.379 -1.363 2.705
H 4.844 -1.514 2.804
H 6.176 -1.360 0.729
H 5.035 -1.103 -1.449
H 2.599 -0.963 -1.563
C 0.455 -2.123 5.926
O 0.544 -1.655 4.578
C 0.259 -0.396 4.278
O 0.303 -0.078 3.092
N -0.012 0.435 5.311
N -0.163 1.785 5.043
H 0.679 -3.183 5.879
H -0.552 -1.992 6.323
H 1.189 -1.632 6.568
H 0.054 0.122 6.265
H 0.649 2.311 5.339
H -0.995 2.151 5.479
O -2.722 0.380 1.673
H -3.270 0.805 0.997
H -2.998 0.776 2.509
F -2.352 2.719 2.901
C -1.256 2.868 2.042
F -1.767 3.679 1.042
H -0.514 3.474 2.571
*
```

No. 5
A gas-phase ion, C4H10N (charge +1). Source: the OMol25 dataset; level of theory: ωB97M-V/def2-TZVPD.

Energy relative to the best compared isomer or geometry (same formula, charge and spin) in kJ/mol: 8.4
Gap between HOMO and LUMO in eV: 13.3148
LUMO level in hartree: -0.1278
SMILES: C1CC[NH2+]C1

```
! RIJCOSX wB97M-V def2-TZVPD def2/J DEFGRID3
* xyz 1 1
C -0.637 -0.413 -1.043
C 0.632 0.437 -1.018
C 1.229 0.012 0.327
N 0.020 0.143 1.213
C -1.210 -0.231 0.362
H -0.349 -1.459 -1.129
H -1.306 -0.166 -1.860
H 0.357 1.496 -0.943
H 1.315 0.280 -1.850
H 2.034 0.629 0.719
H 1.511 -1.034 0.312
H -0.026 1.112 1.527
H 0.072 -0.435 2.055
H -1.950 0.535 0.543
H -1.583 -1.184 0.728
*
```

No. 6
10 unconnected molecules or ions with the total composition C23H58F6N9O10S2. Source: the OMol25 dataset; level of theory: ωB97M-V/def2-TZVPD.

Gap between HOMO and LUMO in eV: 6.8817
LUMO level in hartree: -0.1421

```
! RIJCOSX wB97M-V def2-TZVPD def2/J DEFGRID3
* xyz 1 1
N -2.639 -0.573 1.026
H -3.461 -0.591 0.440
H -2.735 0.295 1.533
H -1.800 -0.423 0.483
H -2.669 -1.314 1.711
N -1.165 3.112 -0.005
H -0.444 3.749 0.304
H -0.999 2.479 -0.775
H -1.708 3.873 -0.385
H -1.776 2.745 0.711
C -1.195 1.181 4.970
N 0.174 1.444 4.246
C 0.158 0.911 2.714
C 0.384 3.008 4.344
C 1.333 0.787 5.063
C 2.773 1.340 4.878
O 3.176 1.300 3.555
H -1.087 1.642 5.952
H -1.441 0.120 5.024
H -1.942 1.683 4.355
H 1.159 0.780 2.305
H -0.504 1.539 2.118
H -0.325 -0.060 2.826
H 0.552 3.328 5.372
H -0.416 3.518 3.807
H 1.346 3.130 3.847
H 1.283 -0.275 4.824
H 0.953 0.789 6.084
H 3.351 0.626 5.465
H 2.865 2.314 5.358
H 3.417 0.419 3.261
C -0.065 -3.113 2.867
F 0.757 -4.084 2.895
F 0.199 -2.131 3.743
F 0.023 -2.545 1.606
S -1.864 -3.825 3.036
O -2.026 -4.799 1.968
O -1.847 -4.396 4.448
N -2.840 -2.450 2.835
S -4.110 -2.884 3.600
O -4.536 -4.228 3.719
O -4.138 -2.172 4.872
C -5.515 -2.078 2.552
F -6.734 -2.407 3.041
F -5.354 -0.738 2.645
F -5.468 -2.419 1.223
C 1.591 0.593 -1.218
C 0.419 -0.293 -0.860
O -0.788 0.386 -1.051
H 1.556 0.970 -2.240
H 2.503 0.021 -1.047
H 1.694 1.384 -0.475
H 0.589 -0.759 0.111
H 0.419 -1.229 -1.417
C 3.345 -1.867 1.520
O 3.521 -1.352 2.630
N 4.306 -1.941 0.538
C 5.608 -1.468 0.900
C 4.099 -2.763 -0.636
H 2.360 -2.196 1.155
H 6.330 -2.284 0.873
H 5.738 -0.871 1.803
H 5.921 -0.766 0.128
H 4.517 -3.714 -0.305
H 3.024 -2.801 -0.814
H 4.710 -2.344 -1.436
C 2.057 4.662 1.298
O 1.158 3.864 1.527
N 3.268 4.289 0.714
C 4.210 5.284 0.248
C 3.531 2.875 0.427
H 1.953 5.742 1.479
H 3.788 6.234 -0.080
H 4.934 4.980 -0.508
H 4.825 5.489 1.124
H 2.761 2.315 0.958
H 3.573 2.480 -0.588
H 4.509 2.649 0.850
C -3.901 -1.442 -5.830
O -3.042 -2.142 -6.324
N -3.731 -0.811 -4.660
C -4.753 -0.026 -3.933
C -2.585 -0.823 -3.753
H -4.763 -1.095 -6.420
H -4.383 0.968 -3.682
H -5.065 -0.380 -2.950
H -5.594 0.303 -4.543
H -1.773 -1.426 -4.160
H -2.267 0.219 -3.769
H -2.803 -1.075 -2.715
C -0.084 2.092 -6.207
O -0.397 3.078 -6.899
N -0.477 0.843 -6.573
C 0.181 -0.294 -5.811
C -1.130 0.546 -7.799
H 0.602 2.105 -5.346
H -0.597 -1.024 -5.585
H 0.524 -0.011 -4.816
H 1.060 -0.790 -6.222
H -1.632 1.395 -8.263
H -0.322 0.348 -8.504
H -1.854 -0.269 -7.779
C -0.726 -4.076 -2.128
C -1.712 -5.197 -2.295
N -2.420 -6.061 -2.488
H -0.552 -3.618 -1.155
H -1.159 -3.344 -2.810
H 0.229 -4.167 -2.646
*
```

No. 7
A single C6H6Br2ClF3O4S molecule. Source: the OMol25 dataset; level of theory: ωB97M-V/def2-TZVPD.

Gap between HOMO and LUMO in eV: 10.8237
LUMO level in hartree: 0.0069
SMILES: O=S1(=O)OC[C@](Cl)(CC[C@](F)(Br)C(F)(F)Br)O1

```
! RIJCOSX wB97M-V def2-TZVPD def2/J DEFGRID3
* xyz 0 1
O 3.052 0.935 -0.381
S 2.640 0.046 0.643
O 3.112 0.161 1.971
O 2.813 -1.461 0.153
C 1.572 -1.978 -0.329
C 0.518 -1.273 0.512
Cl 0.492 -2.030 2.162
C -0.900 -1.288 -0.064
C -1.725 -0.008 0.074
C -1.481 1.203 -0.852
F -2.647 1.436 -1.544
Br -0.150 0.898 -2.219
C -1.234 2.529 -0.038
F -2.433 2.979 0.335
F -0.558 2.271 1.083
Br -0.322 3.955 -0.948
O 1.026 0.031 0.654
H 1.478 -1.695 -1.379
H 1.512 -3.055 -0.209
H -0.868 -1.632 -1.100
H -1.440 -2.051 0.495
H -2.761 -0.283 -0.133
H -1.694 0.309 1.115
*
```

No. 8
8 unconnected molecules or ions with the total composition C15H44ClO11. Source: the OMol25 dataset; level of theory: ωB97M-V/def2-TZVPD.

Energy relative to the best compared isomer or geometry (same formula, charge and spin) in kJ/mol: 25.1
Gap between HOMO and LUMO (spin up / spin down) in eV: 8.5181 / 2.2044
LUMO level (spin up / spin down) in hartree: -0.0173 / -0.2493

```
! RIJCOSX wB97M-V def2-TZVPD def2/J DEFGRID3
* xyz 0 2
Cl 6.245 10.965 7.985
O 5.084 10.719 7.139
O 7.442 11.233 7.187
O 5.957 12.112 8.837
O 6.429 9.846 8.822
O 6.713 11.608 4.471
H 7.426 11.238 4.992
H 6.017 11.780 5.104
O 4.258 8.649 10.520
H 4.614 7.801 10.784
H 4.968 9.067 10.034
C 6.152 17.296 6.232
C 6.635 15.917 5.737
C 6.811 15.095 7.023
O 5.714 15.361 4.889
H 5.961 17.985 5.409
H 6.881 17.877 6.797
H 5.277 17.167 6.870
H 7.600 16.105 5.266
H 7.088 14.065 6.799
H 5.898 15.198 7.610
H 7.641 15.431 7.645
H 4.974 15.041 5.409
C 3.240 8.186 5.522
C 4.430 7.218 5.598
C 4.706 6.571 4.210
O 5.466 8.150 5.652
H 2.410 7.668 5.043
H 3.354 9.146 5.017
H 2.954 8.341 6.562
H 4.635 6.547 6.432
H 5.749 6.342 3.992
H 4.354 7.286 3.466
H 3.981 5.758 4.163
H 5.296 8.714 6.410
C 2.432 15.548 6.466
C 2.909 14.216 7.045
C 1.763 13.190 7.264
O 3.847 13.625 6.185
H 1.987 15.251 5.516
H 3.262 16.200 6.195
H 1.658 16.160 6.928
H 3.425 14.371 7.992
H 0.906 13.797 7.554
H 1.951 12.435 8.027
H 1.600 12.718 6.295
H 4.207 12.818 6.560
C 4.875 14.041 11.557
C 6.296 13.955 12.104
C 6.439 12.767 13.066
O 7.217 13.796 11.117
H 4.213 14.613 12.207
H 4.458 13.036 11.613
H 4.791 14.656 10.660
H 6.493 14.829 12.724
H 7.476 12.643 13.380
H 6.144 11.846 12.563
H 5.888 12.817 14.005
H 7.250 12.949 10.667
C 9.041 10.246 10.951
C 8.993 8.819 11.486
C 9.675 8.679 12.816
O 7.693 8.410 11.578
H 10.072 10.599 10.914
H 8.343 10.880 11.497
H 8.689 10.341 9.924
H 9.237 8.040 10.764
H 9.954 7.659 13.082
H 8.993 8.937 13.627
H 10.557 9.305 12.951
H 7.166 8.785 10.868
*
```

No. 9
4 unconnected molecules or ions with the total composition C11H13Cl2F3O9. Source: the OMol25 dataset; level of theory: ωB97M-V/def2-TZVPD.

Energy relative to the best compared isomer or geometry (same formula, charge and spin) in kJ/mol: 0.0
Gap between HOMO and LUMO in eV: 11.0881
LUMO level in hartree: -0.0022
SMILES: O=C1OC[C@@H](F)O1.O=C1OC[C@@H](F)O1.O=C1OC[C@@H](F)O1.ClCCCl

```
! RIJCOSX wB97M-V def2-TZVPD def2/J DEFGRID3
* xyz 0 1
O 1.954 -1.436 -1.952
C 2.823 -2.238 -1.867
O 2.648 -3.572 -2.043
C 3.836 -4.229 -1.637
C 4.877 -3.136 -1.791
F 5.327 -3.081 -3.080
O 4.112 -1.964 -1.572
H 3.794 -4.551 -0.595
H 4.066 -5.072 -2.282
H 5.725 -3.173 -1.117
O 1.179 2.269 3.912
C 1.355 1.892 2.805
O 1.148 0.613 2.403
C 1.247 0.552 0.987
C 1.858 1.890 0.596
F 1.065 2.507 -0.340
O 1.807 2.647 1.780
H 1.893 -0.277 0.711
H 0.262 0.469 0.540
H 2.874 1.932 0.216
O -5.790 4.685 1.702
C -5.075 3.758 1.546
O -3.752 3.739 1.787
C -3.194 2.517 1.271
C -4.414 1.643 1.039
F -4.543 0.722 2.049
O -5.489 2.526 1.099
H -2.642 2.740 0.359
H -2.535 2.114 2.036
H -4.417 1.100 0.099
Cl -3.142 -0.121 -2.103
C -1.443 -0.382 -1.604
C -1.309 -1.575 -0.688
Cl -1.925 -1.223 0.968
H -1.135 0.535 -1.115
H -0.891 -0.607 -2.513
H -0.259 -1.806 -0.537
H -1.896 -2.404 -1.067
*
```

No. 10
A single C3H3N3O2 molecule. Source: the OMol25 dataset; level of theory: ωB97M-V/def2-TZVPD.

Energy relative to the best compared isomer or geometry (same formula, charge and spin) in kJ/mol: 506.8
Gap between HOMO and LUMO in eV: 8.8616
LUMO level in hartree: -0.0357
SMILES: O=c1ccnnn1O

```
! RIJCOSX wB97M-V def2-TZVPD def2/J DEFGRID3
* xyz 0 1
O -0.604 -2.005 0.396
C -0.065 -0.933 0.099
C 0.587 -0.427 -1.110
C 0.363 0.974 -1.344
N 0.010 1.822 -0.381
N -0.151 1.443 0.820
N -0.306 0.098 1.046
O -0.559 -0.204 2.361
H 0.687 -1.115 -1.880
H 0.695 1.583 -2.209
H -0.658 -1.237 2.202
*
```

The records above yield calculated total energy values of -1622.68513; -266.58899; -1364.77650; -4137.03407; -212.91716; -3551.41577; -6839.17930; -1885.24386; -2324.15822; -430.72795 a.u., respectively.
The records above yield largest force on an atom values of 3.51; 1.19; 4.85; 0.94; 0.56; 6.81; 0.51; 4.68; 0.82; 4.51 eV/A, respectively.